(1)
Entry from the OMol25 dataset: a 2-piece molecular cluster, C9H18N2O3 overall at a distorted geometry (wB97M-V/def2-TZVPD).

The geometry in XYZ format:
```
32
Properties=species:S:1:pos:R:3
C 1.692 -1.870 -1.397
C 0.768 0.371 -2.080
C 0.014 -1.442 3.100
C 1.572 -0.311 1.513
C -1.961 1.220 -2.789
C -2.256 0.998 -0.367
C -0.760 2.818 -1.234
C 0.856 -1.659 1.802
C -1.301 1.443 -1.400
N 1.612 -0.709 -1.767
N 2.008 -2.712 2.146
O 1.753 -2.951 -1.013
O 1.166 1.173 -2.859
O -0.309 0.314 -1.355
H -0.997 -1.584 2.721
H 0.119 -0.363 3.345
H 0.241 -2.155 3.817
H 2.251 -0.524 0.679
H 0.770 0.403 1.244
H 1.992 0.148 2.421
H -2.440 0.226 -2.724
H -2.687 2.040 -2.900
H -1.166 1.416 -3.576
H -2.338 -0.120 -0.279
H -3.251 1.487 -0.547
H -2.067 1.405 0.631
H -0.110 3.156 -2.219
H -1.644 3.459 -1.196
H -0.175 3.009 -0.271
H 1.730 -3.497 1.600
H 1.908 -2.866 3.118
H 3.010 -2.322 1.834
```

Calculated values
**Frontier orbital gap**: 6.8 eV
**E_HOMO**: -6.14 eV

(2)
Entry from the OMol25 dataset: a 10-piece molecular cluster, C4H29N3O10 overall at a distorted geometry (wB97M-V/def2-TZVPD).

The geometry in XYZ format:
```
46
Properties=species:S:1:pos:R:3
C -0.199 0.713 -2.056
N 0.891 1.030 -2.967
C 2.227 0.684 -2.750
N 2.463 -0.538 -2.119
O 3.113 1.401 -3.161
C -0.146 1.408 -0.659
N -0.925 2.659 -0.561
C -0.513 3.539 0.537
H -0.153 -0.337 -1.772
H -1.104 1.024 -2.570
H 0.942 2.010 -3.241
H 3.406 -0.882 -2.261
H 1.792 -1.273 -2.318
H -0.613 0.761 0.096
H 0.926 1.494 -0.429
H -0.869 3.204 -1.412
H -0.325 2.969 1.484
H 0.444 4.059 0.383
H -1.334 4.240 0.665
H -4.560 -0.288 1.864
H -3.542 -0.676 0.773
O -3.835 -0.902 1.679
H -2.478 0.045 2.409
H -1.159 0.254 1.855
O -1.658 0.546 2.632
H 2.861 1.506 -0.101
H 3.097 0.208 0.518
O 3.315 1.133 0.660
H 1.059 -2.809 1.178
H 1.804 -1.596 0.496
O 1.669 -2.548 0.470
H -2.690 0.722 -1.014
H -2.692 1.620 0.137
O -3.285 0.961 -0.282
H -1.121 -2.667 2.620
H 0.078 -3.173 3.565
O -0.326 -3.210 2.689
H 0.931 -2.913 -0.983
H 0.352 -3.842 -2.229
O 0.395 -2.972 -1.806
H 0.772 0.223 4.562
H -0.560 0.163 3.785
O -0.052 -0.271 4.522
H -1.119 -2.357 0.825
H -1.521 -2.146 -0.696
O -1.526 -1.769 0.189
```

Calculated values
**SMILES string**: CNCCNC(N)=O.O.O.O.O.O.O.O.O.O
**Frontier orbital gap**: 9.9 eV
**E_HOMO**: -9.82 eV

(3)
Entry from the OMol25 dataset: C10H10BrMnN3O4Se2Te2 as an isolated structure (wB97M-V/def2-TZVPD).

The geometry in XYZ format:
```
33
Properties=species:S:1:pos:R:3
Mn -0.740 -0.542 -0.569
Br 1.144 0.022 2.705
C 1.968 -0.836 1.240
C 3.286 -1.235 1.425
C 3.942 -1.853 0.382
C 3.266 -2.047 -0.811
C 1.959 -1.629 -0.903
N 1.290 -1.034 0.114
C 1.199 -1.807 -2.202
O 1.758 -2.251 -3.188
O -0.036 -1.460 -2.132
H 3.768 -1.050 2.373
H 4.970 -2.171 0.498
H 3.716 -2.504 -1.680
C -2.564 1.552 2.621
C -1.760 1.099 1.450
N -1.668 -0.141 1.088
O -2.393 -1.066 1.848
C -0.980 1.993 0.637
C -0.773 3.451 0.859
N -0.401 1.348 -0.362
O 0.375 1.907 -1.179
H -3.383 0.864 2.812
H -2.948 2.556 2.451
H -1.933 1.577 3.514
H -2.892 -1.559 1.176
H -0.805 3.699 1.921
H -1.526 4.051 0.343
H 0.200 3.731 0.460
Se -2.985 -0.619 -1.530
Te -2.771 -2.140 -3.474
Te -0.705 -1.219 -4.884
Se -1.578 -0.684 -7.004
```

Calculated values
**Expectation value of S²**: 0.9184
**Spin multiplicity**: 2
**Frontier orbital gap (alpha / beta)**: 4.1 / 4.1 eV
**E_HOMO (alpha / beta)**: -7.46 / -7.47 eV

Number 1: E_tot -18743.60678 eV. Number 2: E_tot -29565.05803 eV. Number 3: E_tot -269831.22326 eV.